(1)
A molecular structure, C3H5O3 at a distorted geometry. Source: the OMol25 dataset; level of theory: ωB97M-V with the def2-TZVPD basis set.

Kohn-Sham gap (alpha / beta) (eV): 7.523 / 8.832
Energy (eV): -9317.6217
Expectation value of S²: 2.010
Largest force on an atom (eV Å⁻¹): 13.63
ΔE to the lowest compared entry with this formula, charge and spin (kJ/mol): 305.0

ORCA input file:
```
! RIJCOSX wB97M-V def2-TZVPD def2/J DEFGRID3
* xyz 1 3
C 1.499 0.594 0.312
C 0.323 -0.201 0.620
C -0.741 0.277 -0.351
O 0.770 -1.498 0.108
O 1.887 -0.963 -0.636
O 2.304 1.364 0.147
H 2.760 -1.344 -0.312
H -0.038 -0.358 1.592
H -1.256 -0.677 -0.619
H -0.299 0.784 -1.226
H -1.348 0.910 0.237
*
```



(2)
A single C2H4N4 molecule at a distorted geometry. Source: the OMol25 dataset; level of theory: ωB97M-V with the def2-TZVPD basis set.

Kohn-Sham gap (eV): 9.829
SMILES: Nc1nc[nH]n1
Energy (eV): -8098.8255
Largest force on an atom (eV Å⁻¹): 1.45
ΔE to the lowest compared entry with this formula, charge and spin (kJ/mol): 47.1

ORCA input file:
```
! RIJCOSX wB97M-V def2-TZVPD def2/J DEFGRID3
* xyz 0 1
N -1.030 1.200 -1.222
C -0.205 0.300 -0.556
N -0.834 -0.280 0.509
C 0.111 -0.963 1.083
N 1.255 -0.913 0.404
N 1.070 -0.053 -0.725
H -1.783 1.469 -0.595
H -0.685 1.965 -1.780
H -0.006 -1.450 2.038
H 2.106 -1.276 0.844
*
```



(3)
A gas-phase ion, C5H13N2O (charge +1) at a distorted geometry. Source: the OMol25 dataset; level of theory: ωB97M-V with the def2-TZVPD basis set.

Kohn-Sham gap (eV): 10.330
SMILES: C[C@H]([NH3+])CNCC=O
Energy (eV): -10415.1676
Largest force on an atom (eV Å⁻¹): 4.88
ΔE to the lowest compared entry with this formula, charge and spin (kJ/mol): 292.2

ORCA input file:
```
! RIJCOSX wB97M-V def2-TZVPD def2/J DEFGRID3
* xyz 1 1
C 2.194 0.610 1.130
C 1.085 0.375 0.034
N 0.898 1.520 -1.053
C -0.328 -0.027 0.845
N -0.560 -1.383 0.394
C -1.904 -1.513 -0.098
C -2.225 -0.757 -1.271
O -1.458 0.056 -1.769
H 2.083 1.641 1.691
H 3.208 0.761 0.672
H 2.286 -0.156 1.845
H 1.411 -0.442 -0.591
H 0.264 1.191 -1.803
H 1.807 1.795 -1.431
H 0.587 2.359 -0.753
H -1.058 0.653 0.452
H -0.166 0.173 1.953
H -0.365 -1.880 1.282
H -2.001 -2.566 -0.342
H -2.667 -1.487 0.588
H -3.091 -0.924 -1.773
*
```



(4)
A gas-phase ion, C3H9N4O (charge +1) at a distorted geometry. Source: the OMol25 dataset; level of theory: ωB97M-V with the def2-TZVPD basis set.

Kohn-Sham gap (eV): 10.717
SMILES: NC1=NC[C@H](O)N1[NH3+]
Energy (eV): -11255.5758
Largest force on an atom (eV Å⁻¹): 4.86
ΔE to the lowest compared entry with this formula, charge and spin (kJ/mol): 297.1

ORCA input file:
```
! RIJCOSX wB97M-V def2-TZVPD def2/J DEFGRID3
* xyz 1 1
N 2.313 -0.283 0.202
C 1.256 0.485 -0.067
N 0.802 1.656 0.128
C -0.582 1.789 -0.143
C -1.129 0.365 -0.497
O -1.879 -0.220 0.645
N 0.027 -0.482 -0.706
N -0.004 -1.674 0.028
H 2.959 0.153 0.871
H 2.729 -0.773 -0.571
H -0.890 2.330 -1.068
H -1.151 2.282 0.820
H -1.699 0.223 -1.324
H -2.651 0.270 0.947
H 0.823 -1.928 0.458
H -0.109 -2.454 -0.535
H -0.817 -1.740 0.812
*
```